Record 1
78
Properties=species:S:1:pos:R:3:lowdin_charge:R:1 method="wB97M-V/def2-TZVPD" total_charge=+2 homo_lumo_gap_ev="8.014 / 6.839" multiplicity=2 e_lumo_ev="-5.776 / -6.956" homo_ev="-13.8 / -13.8"
Ru -0.079 -0.705 -0.036 0.947
C 3.031 0.756 1.055 -0.203
P 2.307 -0.611 0.124 0.864
C 3.122 -0.610 -1.498 -0.196
C 2.978 -2.082 0.939 -0.376
C 4.333 -2.204 1.241 -0.061
C 4.786 -3.324 1.918 -0.031
C 3.899 -4.326 2.296 -0.034
C 2.555 -4.221 1.979 -0.059
C 2.101 -3.095 1.296 -0.380
P 0.411 -2.917 0.709 0.839
C -0.693 -3.531 2.010 -0.218
C 0.256 -4.164 -0.606 -0.206
H 4.114 0.746 0.923 0.066
H 2.802 0.621 2.112 0.070
H 2.655 1.707 0.692 0.019
H 4.157 -0.928 -1.366 0.064
H 3.085 0.379 -1.948 0.043
H 2.637 -1.332 -2.155 0.043
H 5.038 -1.430 0.965 0.114
H 5.836 -3.417 2.161 0.124
H 4.261 -5.191 2.834 0.124
H 1.870 -5.010 2.264 0.117
H -0.693 -4.621 2.034 0.062
H -1.706 -3.189 1.803 0.037
H -0.371 -3.158 2.983 0.061
H 0.660 -5.115 -0.256 0.064
H 0.817 -3.866 -1.493 0.052
H -0.794 -4.301 -0.865 0.058
C 1.480 7.420 2.258 -0.030
C 1.174 6.197 1.445 -0.243
C 0.790 6.303 0.109 -0.005
C 0.523 5.178 -0.652 -0.033
C 0.657 3.922 -0.073 -0.303
C 1.026 3.789 1.259 -0.076
C 1.277 4.925 2.008 -0.014
S 0.368 2.549 -1.133 0.603
O 1.591 2.063 -1.713 -0.309
O -0.723 2.887 -2.002 -0.271
N -0.097 1.313 -0.158 -0.249
C -1.043 1.420 0.872 -0.384
C -1.965 2.401 1.173 0.021
C -2.804 2.147 2.251 -0.008
C -2.736 0.944 2.949 -0.032
C -1.822 -0.011 2.548 -0.090
N -0.979 0.245 1.549 -0.032
H 0.993 8.302 1.848 0.086
H 2.555 7.609 2.267 0.097
H 1.159 7.298 3.292 0.087
H 0.691 7.282 -0.342 0.127
H 0.209 5.274 -1.683 0.124
H 1.085 2.816 1.730 0.097
H 1.549 4.824 3.051 0.124
H -2.024 3.310 0.591 0.128
H -3.533 2.890 2.548 0.128
H -3.392 0.749 3.783 0.119
H -1.741 -0.978 3.024 0.111
C -0.155 -1.016 -2.523 -0.072
N -1.536 -1.421 -2.690 -0.049
C -2.006 -1.545 -4.080 -0.117
C -3.468 -1.169 -4.150 -0.132
C -4.241 -2.029 -3.178 -0.122
N -3.635 -1.964 -1.843 -0.056
C -4.537 -2.223 -0.723 0.006
C -2.366 -1.618 -1.639 -0.412
O -1.936 -1.540 -0.428 -0.164
H 0.422 -1.368 -3.378 0.124
H 0.365 -1.595 -1.690 0.021
H -0.026 0.065 -2.476 0.081
H -1.842 -2.569 -4.429 0.141
H -1.405 -0.876 -4.694 0.136
H -3.843 -1.316 -5.161 0.135
H -3.590 -0.114 -3.897 0.135
H -4.271 -3.071 -3.508 0.140
H -5.270 -1.684 -3.082 0.135
H -5.310 -1.456 -0.686 0.107
H -3.988 -2.224 0.209 0.079
H -5.010 -3.194 -0.867 0.106

---

Record 2
78
Properties=species:S:1:pos:R:3:lowdin_charge:R:1 method="wB97M-V/def2-TZVPD" relative_energy_ev=0.1504 homo_lumo_gap_ev=9.518 e_lumo_ev=0.518 homo_ev=-9.0
C -2.966 -5.087 -1.875 -0.081
C -3.775 -3.928 -1.295 -0.428
C -4.276 -3.028 -2.423 -0.074
C -2.909 -3.162 -0.292 -0.124
C -3.668 -2.125 0.541 -0.176
N -3.911 -0.888 -0.169 0.121
C -2.916 -0.016 -0.404 -0.405
O -1.737 -0.269 -0.171 0.066
C -3.389 1.258 -0.960 -0.144
N -4.732 1.488 -1.079 0.117
C -4.856 2.696 -1.553 -0.157
N -3.655 3.275 -1.751 0.140
C -2.694 2.382 -1.379 -0.093
C -1.279 2.793 -1.539 -0.436
O -1.028 3.902 -1.994 0.046
N -0.375 1.879 -1.178 0.136
C 1.046 2.067 -1.347 -0.302
C 1.774 1.894 -0.012 -0.101
C 3.282 2.044 -0.216 -0.127
N 3.753 1.107 -1.208 -0.036
C 4.522 0.021 -0.941 -0.520
O 4.820 -0.797 -1.783 0.080
O 4.924 0.008 0.343 0.019
C 5.801 -1.038 0.823 -0.572
C 6.015 -0.689 2.297 -0.024
C 7.130 -1.009 0.068 -0.019
C 5.125 -2.403 0.691 -0.019
C 3.112 1.230 -2.497 -0.130
C 1.599 1.059 -2.361 -0.101
C -2.876 -1.797 1.820 -0.450
O -2.012 -2.479 2.294 0.135
O -3.345 -0.669 2.350 0.006
C -2.629 -0.080 3.439 -0.093
C -2.004 1.216 2.991 -0.189
C -0.689 1.521 3.309 -0.028
C -0.132 2.719 2.897 -0.096
C -0.878 3.611 2.145 -0.090
C -2.188 3.306 1.817 -0.079
C -2.751 2.118 2.244 -0.033
H -2.629 -5.755 -1.086 0.076
H -2.091 -4.709 -2.400 0.083
H -3.567 -5.660 -2.577 0.075
H -4.641 -4.343 -0.765 0.134
H -3.437 -2.545 -2.919 0.085
H -4.944 -2.257 -2.050 0.063
H -4.816 -3.618 -3.161 0.076
H -2.095 -2.656 -0.811 0.127
H -2.460 -3.867 0.410 0.121
H -4.636 -2.532 0.855 0.170
H -4.848 -0.541 -0.314 0.132
H -5.791 3.175 -1.761 0.122
H -3.426 4.190 -2.113 0.164
H -0.701 0.996 -0.771 0.103
H 1.187 3.088 -1.723 0.151
H 1.419 2.638 0.701 0.097
H 1.551 0.903 0.387 0.132
H 3.816 1.871 0.717 0.124
H 3.504 3.058 -0.571 0.132
H 6.672 -1.420 2.760 0.087
H 5.063 -0.684 2.821 0.086
H 6.464 0.297 2.385 0.086
H 7.579 -0.020 0.142 0.091
H 7.810 -1.740 0.496 0.088
H 6.968 -1.243 -0.980 0.079
H 4.163 -2.394 1.199 0.091
H 4.967 -2.641 -0.357 0.079
H 5.754 -3.168 1.138 0.088
H 3.532 0.465 -3.151 0.123
H 3.339 2.221 -2.908 0.132
H 1.123 1.204 -3.331 0.122
H 1.377 0.049 -2.013 0.128
H -1.872 -0.785 3.793 0.124
H -3.364 0.100 4.232 0.140
H -0.100 0.821 3.883 0.115
H 0.888 2.954 3.163 0.104
H -0.442 4.542 1.813 0.108
H -2.774 4.001 1.234 0.106
H -3.774 1.877 1.994 0.120

---

Record 3
82
Properties=species:S:1:pos:R:3:lowdin_charge:R:1 method="wB97M-V/def2-TZVPD" total_charge=+1 relative_energy_ev=0.0000 homo_lumo_gap_ev=7.153 e_lumo_ev=-2.395 homo_ev=-9.5
Ba 0.472 -0.022 0.604 1.781
N -2.492 3.844 0.511 0.073
C -1.684 2.782 0.290 -0.920
S -0.122 2.845 1.017 0.401
N -2.211 1.877 -0.523 -0.030
N -1.553 0.716 -0.691 -0.253
C -2.010 -0.063 -1.605 -0.155
C -1.477 -1.411 -1.784 -0.285
C -2.179 -2.330 -2.569 -0.009
C -1.707 -3.623 -2.684 -0.045
C -0.534 -3.976 -2.027 -0.047
C 0.111 -3.001 -1.289 -0.140
N -0.345 -1.758 -1.148 -0.056
H -2.200 4.536 1.176 0.078
H -3.455 3.802 0.223 0.100
H -2.839 0.256 -2.235 0.129
H -3.086 -2.020 -3.070 0.119
H -2.242 -4.354 -3.275 0.116
H -0.126 -4.974 -2.093 0.108
H 1.038 -3.228 -0.770 0.099
C 5.395 -3.364 1.236 -0.035
N 3.943 -3.248 1.211 -0.142
C 3.264 -4.142 2.125 -0.036
C 3.330 -2.135 0.702 -0.398
N 2.265 -1.548 1.182 -0.131
C 1.954 -1.524 2.557 -0.322
C 2.980 -1.295 3.488 -0.032
C 2.734 -1.153 4.837 -0.068
C 1.425 -1.195 5.301 -0.066
C 0.396 -1.373 4.401 -0.023
C 0.622 -1.559 3.028 -0.319
N -0.501 -1.624 2.166 -0.107
C -1.525 -2.377 2.474 -0.391
N -2.782 -2.033 2.084 -0.138
C -3.682 -3.025 1.515 -0.021
C -3.134 -0.643 1.832 -0.032
N -1.446 -3.550 3.180 -0.147
C -2.389 -3.862 4.241 -0.046
C -0.248 -4.358 3.153 -0.040
N 3.893 -1.657 -0.448 -0.154
C 3.697 -0.270 -0.845 -0.067
C 4.212 -2.552 -1.551 -0.038
H 5.690 -4.389 1.010 0.096
H 5.775 -3.117 2.234 0.096
H 5.847 -2.695 0.511 0.087
H 3.627 -5.156 1.951 0.100
H 2.196 -4.119 1.934 0.064
H 3.438 -3.890 3.175 0.096
H 3.994 -1.213 3.113 0.122
H 3.556 -0.986 5.520 0.111
H 1.206 -1.059 6.351 0.111
H -0.632 -1.351 4.743 0.123
H -3.647 -3.961 2.065 0.077
H -3.433 -3.227 0.467 0.092
H -4.700 -2.641 1.556 0.097
H -2.395 0.010 2.293 0.086
H -4.109 -0.442 2.280 0.098
H -3.194 -0.415 0.767 0.069
H -3.190 -3.129 4.254 0.095
H -1.875 -3.839 5.207 0.096
H -2.816 -4.859 4.107 0.093
H 0.243 -4.226 2.191 0.076
H -0.536 -5.406 3.252 0.100
H 0.455 -4.114 3.956 0.096
H 3.611 0.362 0.038 0.086
H 2.823 -0.126 -1.489 0.007
H 4.573 0.045 -1.412 0.100
H 4.280 -3.578 -1.199 0.089
H 5.163 -2.268 -2.006 0.096
H 3.437 -2.488 -2.322 0.096
S 0.981 1.385 -2.874 0.592
C 0.251 2.895 -2.733 -0.791
N 0.848 3.871 -1.993 0.038
C 0.301 5.081 -1.727 -0.091
C -0.902 5.416 -2.256 -0.065
C -1.552 4.472 -3.078 -0.046
C -0.990 3.251 -3.317 -0.094
H 1.726 3.612 -1.566 0.128
H 0.873 5.735 -1.086 0.131
H -1.346 6.375 -2.041 0.110
H -2.510 4.718 -3.517 0.116
H -1.474 2.511 -3.936 0.105